Here is a molecular structure, C4H2Cl2O2 at a distorted geometry from the OMol25 dataset. Energies are from wB97M-V/def2-TZVPD.

For the HOMO-LUMO gap, the calculation gives 0.2958 hartree. The value obtained for the HOMO energy is -8.6 eV. For the energy relative to the best compared isomer or geometry (same formula, charge and spin), the calculation gives 67.1 kcal/mol. The value obtained for the LUMO energy is -0.561 eV. The energy is -33316.725 eV. As for the charge: 0.

CARTESIAN COORDINATES (ANGSTROEM)
H1 -2.3307 -0.7861 -1.1880
O1 -1.2832 0.0893 0.7518
C1 0.0506 0.4896 0.9220
C2 -0.1697 -0.3813 -1.1187
O2 0.3355 0.9375 2.1319
H2 1.5254 0.5590 2.4365
C3 0.7524 0.0589 -0.2140
Cl1 2.5054 0.5993 -0.5301
Cl2 0.0506 -1.2945 -2.5657
C4 -1.4362 -0.2715 -0.6258

Here is 2 unconnected molecules or ions with the total composition C26H36N3O2 at a distorted geometry from the OMol25 dataset. Energies are from wB97M-V/def2-TZVPD.

For the HOMO-LUMO gap, the calculation gives 0.2278 hartree. The value obtained for the HOMO energy is -11.2 eV. For the energy relative to the best compared isomer or geometry (same formula, charge and spin), the calculation gives 0.0 kcal/mol. The value obtained for the LUMO energy is -4.975 eV. The energy is -36105.449 eV. As for the charge: +1.

CARTESIAN COORDINATES (ANGSTROEM)
H1 3.7391 1.5628 7.5567
C1 -1.8563 4.1307 0.6018
H2 -0.2490 3.0318 1.4707
C2 4.9796 3.2089 6.9367
H3 2.1739 0.4090 6.1371
C3 1.6516 -3.3811 3.3006
H4 -0.8925 -2.3634 0.7546
C4 -1.3297 4.5962 -0.5927
C5 2.0702 -4.5452 3.8973
H5 1.0259 1.0526 1.1452
H6 -1.4302 6.0720 -2.1311
H7 -3.1891 -1.5574 2.8359
H8 0.1216 -1.6275 2.2654
H9 4.5990 -6.5015 4.2951
H10 -2.6198 -2.5851 0.5425
H11 -3.3546 4.4486 2.0840
C6 3.4023 -4.7312 4.2508
H12 3.2262 2.7995 4.8174
C7 -1.8064 -1.8680 0.4373
C8 -2.9153 4.8220 1.1745
C9 0.3537 0.2550 1.4038
H13 -4.2490 6.4803 1.0269
H14 -2.6389 0.0791 3.2001
H15 1.3609 -5.3307 4.0950
C10 -1.8386 5.7287 -1.1953
H16 4.2788 -5.7991 5.8817
H17 5.3396 -3.8445 4.2493
N1 -3.2500 0.1174 0.6220
H18 1.9775 0.7104 4.5516
C11 -3.4218 5.9571 0.5747
H19 -3.2802 7.2990 -1.0775
H20 -5.2366 0.3321 0.0502
H21 -1.7974 2.7301 2.2114
C12 -1.4977 1.6298 0.3964
C13 -2.8850 6.4116 -0.6105
C14 3.9008 -2.5357 3.3833
H22 4.9375 4.0675 6.2679
H23 -0.5270 4.0507 -1.0603
C15 3.3511 1.9305 5.4720
H24 4.1957 1.3529 5.0759
H25 -4.5981 -1.3122 -0.0950
C16 -2.9638 1.3664 0.1197
H26 0.6152 -3.2807 3.0365
C17 4.3059 -3.7069 3.9817
C18 -2.3672 -0.8538 2.7089
H27 1.7388 2.7798 7.1184
H28 3.0147 -6.6834 5.0375
H29 5.8254 2.5884 6.6359
H30 -4.9887 -0.6446 1.5070
N2 2.1297 1.1522 5.4510
N3 -0.9609 0.4092 1.0680
C19 -4.5950 -0.4134 0.5186
C20 -1.3103 2.8886 1.2447
H31 4.6145 -1.7548 3.1797
C21 -2.0827 -0.5916 1.2319
H32 -0.9748 1.7371 -0.5625
C22 2.1468 -1.1222 2.3967
H33 -1.5045 -1.2613 3.2294
O1 2.5860 3.2178 7.3683
O2 -3.7387 2.1192 -0.4300
C23 3.8479 -5.9945 4.9001
C24 0.8387 -0.8676 2.0362
H34 5.1696 3.5899 7.9405
H35 -1.7031 -1.6288 -0.6201
H36 2.8977 -0.3832 2.1789
C25 3.6684 2.4341 6.8840
C26 2.5560 -2.3351 3.0239

Here is a molecular structure, C27H47BIrN12O2Si at a distorted geometry from the OMol25 dataset. Energies are from wB97M-V/def2-TZVPD.

For the HOMO-LUMO gap (alpha / beta), the calculation gives 0.1837 / 0.1904 hartree. The value obtained for the HOMO energy (alpha / beta) is -13.2 / -13.3 eV. For the energy relative to the best compared isomer or geometry (same formula, charge and spin), the calculation gives 0.0 kcal/mol. The value obtained for the LUMO energy (alpha / beta) is -8.158 / -8.139 eV. As for the spin multiplicity: 2. The energy is -62118.415 eV. As for the charge: +2.

CARTESIAN COORDINATES (ANGSTROEM)
H1 0.7588 -2.2378 -0.0396
H2 -1.8034 0.9400 5.5241
B1 -1.3751 1.9195 2.8439
C1 1.5246 3.4748 1.3400
H3 -1.9002 3.5136 -2.2117
C2 2.7931 -2.0906 0.1707
C3 1.1543 -0.5057 -4.3597
H4 0.9069 0.9331 -5.9767
H5 1.5302 -1.3744 4.1444
H6 -1.1210 2.2916 -1.2124
O1 2.7193 -2.6078 2.5527
H7 -2.2480 -4.2307 0.8013
N1 0.8069 -4.2563 1.8096
C4 -1.9990 -0.0752 -0.1505
H8 -0.1630 3.5632 -1.9678
H9 -0.2197 4.4399 3.8921
H10 -2.0669 0.7366 -4.5895
H11 -2.5246 0.7691 -2.8848
H12 -2.9027 2.1300 -3.9366
H13 -0.0764 -0.9817 6.3303
H14 1.4700 -3.6717 2.3522
C5 -0.4328 -3.8483 1.6439
H15 -1.8327 -2.5039 2.2715
H16 0.5904 3.3650 -4.3689
H17 2.7580 -1.8980 -4.6049
N2 -0.8619 -2.7632 2.2971
H18 1.8255 2.5525 -1.7233
C6 -1.0046 0.4786 4.9831
C7 0.6868 -0.7205 4.2598
H19 3.6540 -3.5323 -1.1455
C8 1.3414 4.4266 2.3332
C9 0.2202 4.0025 3.0214
N3 -3.5439 1.5900 3.8121
H20 0.4051 -2.1991 -5.4421
C10 -2.1562 1.3685 -3.7119
Ir1 1.0014 0.4230 1.1133
H21 -1.6339 -0.7884 -0.8627
C11 -3.1355 1.3898 1.0124
H22 -4.0764 0.4535 -0.7363
C12 1.9929 -4.5776 -0.3352
H23 2.3634 -5.5592 1.5542
H24 2.8849 1.7604 -2.8641
C13 1.5081 -5.2106 0.9747
C14 3.1240 -3.5500 -0.1917
N4 -1.2642 -4.4462 0.7702
N5 -0.7290 0.8157 3.7147
C15 -4.4723 2.1745 4.5295
N6 0.5678 2.5484 1.4200
C16 -3.2336 0.5580 -0.0859
H25 -3.8642 2.0571 1.4172
H26 1.9327 5.2961 2.5275
H27 -0.4843 -1.8787 -3.9538
O2 2.8190 -0.4878 1.8851
C17 -0.8440 2.0557 -3.3722
H28 2.5376 1.0060 -1.3200
N7 -0.2432 2.8831 2.4448
N8 -2.5544 2.4809 3.5953
H29 -1.0948 3.7973 -4.5795
C18 1.6786 0.3151 -5.5259
H30 -1.0295 -5.3614 0.4188
H31 3.0624 -0.7630 -3.3107
H32 3.8262 -3.9098 0.5601
C19 0.0115 -1.4092 -4.8020
H33 -0.2589 -2.2645 2.9396
C20 2.8109 -1.7326 1.6998
H34 -4.6235 4.2043 5.4131
H35 -2.2359 4.5066 4.1876
H36 2.2855 3.4231 0.5846
N9 1.4882 -1.5669 -0.2626
H37 -0.7331 -0.8685 -5.3791
H38 1.9214 -2.1039 -3.0822
H39 1.4672 -1.3871 -1.2648
C21 2.2867 -1.3575 -3.7851
C22 -0.4060 2.9536 -4.5197
H40 3.5647 -1.4541 -0.2753
C23 -4.0871 3.4902 4.8264
C24 -2.8635 3.6420 4.2162
H41 -5.3621 1.6507 4.8124
H42 1.1373 -4.1546 -0.8672
H43 2.0391 -0.3574 -6.3041
H44 0.8726 -6.0715 0.7506
N10 -1.2199 0.3504 0.8429
C25 2.0987 1.5856 -2.1320
N11 -1.9217 1.2419 1.5566
C26 -0.1247 -0.5089 5.3733
H45 -0.4485 2.4431 -5.4786
Si1 0.5676 0.7320 -2.9026
H46 2.3776 -5.3926 -0.9509
N12 0.3006 0.0857 3.2754
H47 2.5122 0.9451 -5.2248
C27 -1.0083 2.8966 -2.1086

Here is a molecular structure, C14H17BrN3O6W from the OMol25 dataset. Energies are from wB97M-V/def2-TZVPD.

For the HOMO-LUMO gap (alpha / beta), the calculation gives 0.2802 / 0.3082 hartree. The value obtained for the HOMO energy (alpha / beta) is -11.7 / -13.0 eV. For the energy relative to the best compared isomer or geometry (same formula, charge and spin), the calculation gives 42.5 kcal/mol. The value obtained for the LUMO energy (alpha / beta) is -4.036 / -4.653 eV. As for the spin multiplicity: 3. The energy is -103411.995 eV. As for the charge: +1.

CARTESIAN COORDINATES (ANGSTROEM)
H1 1.9547 -5.2024 -1.7308
H2 -1.5114 -0.6281 -1.5556
C1 -0.8905 2.4950 -2.4080
H3 -1.9882 2.9728 1.7786
C2 -1.4925 2.3869 1.0045
H4 -1.5236 -0.2229 3.0511
N1 1.5829 -1.5774 -0.4442
C3 1.5603 -2.6344 0.3957
H5 -0.2188 -0.4606 -2.7799
H6 -2.6641 1.2329 -2.4417
H7 -1.5489 3.1367 -1.8268
H8 -1.6378 1.0269 -3.8579
C4 -1.6338 1.1936 -2.7828
C5 1.6643 -3.9465 -0.0052
C6 -0.0945 2.0550 2.8904
O1 -1.8163 0.0222 0.6836
N2 -0.5137 -0.3087 2.9712
O2 -0.2902 3.1256 3.3969
H9 -0.2403 -1.2032 3.3739
H10 -0.2283 0.9399 4.7018
C7 0.1691 0.7961 3.6996
C8 0.3274 2.0605 -1.6103
N3 -0.2572 1.8019 1.5167
O3 -0.0061 0.7212 -1.0918
H11 2.3184 -3.2565 -3.2456
H12 1.6173 -4.7299 0.7375
H13 1.2021 1.9363 -2.2425
C9 -2.4048 1.2440 0.5646
H14 -0.5788 3.0612 -3.2828
O4 1.6036 -0.9127 1.9676
W1 0.1555 -0.0631 0.8570
O5 1.4560 -3.0232 2.7472
C10 1.5339 -2.2392 1.8461
C11 2.0480 -3.1158 -2.2096
H15 0.5853 2.6743 -0.7515
C12 1.8698 -4.1914 -1.3561
C13 -0.8750 0.0676 -2.0940
H16 1.2295 0.5624 3.7670
H17 -1.3383 3.0651 0.1668
C14 1.9182 -1.8262 -1.7069
O6 -3.5077 1.3803 0.1315
Br1 2.4640 -0.4164 -2.8250

Here is a molecular structure, C26H31N5O2PPdS2 at a distorted geometry from the OMol25 dataset. Energies are from wB97M-V/def2-TZVPD.

For the HOMO-LUMO gap (alpha / beta), the calculation gives 0.3011 / 0.1940 hartree. The value obtained for the HOMO energy (alpha / beta) is -16.0 / -16.8 eV. For the energy relative to the best compared isomer or geometry (same formula, charge and spin), the calculation gives 4.3 kcal/mol. The value obtained for the LUMO energy (alpha / beta) is -7.832 / -11.523 eV. As for the spin multiplicity: 5. The energy is -73424.266 eV. As for the charge: +3.

CARTESIAN COORDINATES (ANGSTROEM)
H1 0.6730 -3.0626 -3.8123
C1 -4.1156 -0.8303 2.8510
H2 2.9553 6.6360 0.5444
H3 1.4364 -2.1095 -0.4405
H4 4.1142 -2.7060 1.8638
Pd1 0.7358 0.1770 -0.5766
H5 -3.1548 2.9155 -0.3131
H6 3.7764 -2.9004 4.3217
C2 -2.3063 3.5432 -0.5824
C3 -0.9478 -3.9886 0.6387
H7 -0.4609 -4.1184 1.5979
S1 -1.2536 2.6464 -1.7050
H8 1.5524 -2.4078 5.2871
N1 2.2425 -1.9520 0.1649
O1 -1.0891 1.2667 -1.0430
C4 2.9686 -2.5971 3.6698
H9 -2.7340 3.3228 -3.4206
C5 -2.7189 1.0160 3.5310
H10 -3.2600 1.7930 -2.6449
H11 1.3425 0.1855 -5.0823
N2 0.8687 -2.1882 -4.2698
C6 -1.4460 -5.1009 -0.0212
N3 1.1495 0.0957 -4.0987
C7 3.1578 -2.4895 2.3234
H12 -2.5132 -5.8137 -1.7367
C8 2.7205 3.1678 -2.0719
P1 -0.5716 -1.2235 0.9278
C9 -2.1114 -4.9456 -1.2312
H13 -1.3335 -6.0840 0.4146
H14 -2.8102 -3.5689 -2.7216
H15 3.7497 5.0210 -2.4062
H16 -1.7178 3.7969 0.2971
C10 -2.2744 -3.6827 -1.7886
C11 0.6184 -1.9232 3.4003
C12 3.2340 4.7306 -0.3270
C13 0.9174 -1.0901 -3.5139
C14 3.2817 4.3730 -1.6782
H17 -2.5768 1.9133 4.1179
C15 2.0643 -2.1094 1.4867
H18 1.0177 -2.1867 -5.2648
N4 2.1403 2.3416 -1.2009
C16 1.7027 -2.3189 4.2189
S2 1.4732 1.6630 1.2230
C17 3.7805 6.0106 0.1986
H19 -0.3338 -1.7021 3.8670
C18 2.1729 2.7633 0.0759
C19 -1.0954 -2.7177 0.0762
H20 -1.8867 -1.5849 -1.5796
H21 -1.8973 1.8011 -3.8086
H22 1.2212 0.9104 -3.5162
H23 2.7404 2.8612 -3.1106
C20 -1.8914 -0.6135 1.9644
H24 -5.0536 -1.3650 2.9091
N5 2.6749 3.8886 0.5547
H25 -0.7740 1.1073 2.6574
C21 -1.7618 -2.5693 -1.1436
H26 -4.7150 0.6827 4.2417
O2 0.7245 -1.1808 -2.2701
H27 4.4173 5.8097 1.0592
H28 3.1125 -2.2321 -0.2744
H29 -3.2569 -2.2026 1.4465
H30 -2.6378 4.4578 -1.0741
C22 -1.7059 0.5568 2.7089
C23 -2.4117 2.3582 -3.0283
C24 -3.1024 -1.3037 2.0290
C25 -3.9229 0.3207 3.6000
C26 0.7627 -1.8177 2.0453
H31 4.3424 6.5539 -0.5566

Here is a molecular structure, H2LiO at a distorted geometry from the OMol25 dataset. Energies are from wB97M-V/def2-TZVPD.

For the HOMO-LUMO gap, the calculation gives 0.3123 hartree. The value obtained for the HOMO energy is -14.3 eV. For the energy relative to the best compared isomer or geometry (same formula, charge and spin), the calculation gives 29.7 kcal/mol. The value obtained for the LUMO energy is -5.835 eV. The energy is -2278.044 eV. As for the charge: +1.

CARTESIAN COORDINATES (ANGSTROEM)
H1 1.3552 -1.0161 0.7000
O1 0.8851 -0.4427 0.0531
Li1 -3.8303 1.3344 -0.4192
H2 1.5900 0.1244 -0.3339

Here is 10 unconnected molecules or ions with the total composition C26H62ClF2IN5O10S at a distorted geometry from the OMol25 dataset. Energies are from wB97M-V/def2-TZVPD.

For the HOMO-LUMO gap, the calculation gives 0.2553 hartree. The value obtained for the HOMO energy is -11.1 eV. The value obtained for the LUMO energy is -4.142 eV. The energy is -92765.956 eV. As for the charge: +1.

CARTESIAN COORDINATES (ANGSTROEM)
N1 -0.0361 -2.2533 -0.5529
C1 4.4478 -5.9747 2.3448
C2 3.8302 -2.8771 -7.4538
H1 6.1736 4.3927 1.4227
H2 -4.1256 -10.4462 -0.8467
F1 -1.8555 -2.4634 -3.6649
H3 5.2087 -6.5887 1.8560
F2 0.8191 -2.6267 -4.1204
C3 -4.3456 -3.5260 -1.9903
N2 -2.5883 -2.1269 -0.6265
H4 -6.7681 -0.6296 -3.3747
H5 4.2998 -0.9906 -5.7854
O1 0.9461 3.6758 1.1763
H6 -3.0754 -10.3664 0.5850
H7 -1.3843 2.7036 2.0423
H8 5.4021 5.3618 3.6043
H9 -1.2494 6.6464 0.3714
C4 -0.2485 3.5475 0.4133
H10 -8.7196 -0.2809 -1.0346
H11 -8.3098 -1.4887 -3.2044
H12 -3.3221 11.4724 2.1086
C5 3.2094 -1.6104 -0.4106
H13 0.0186 3.3113 -0.6220
C6 -1.3736 -2.2517 -1.1645
H14 3.8054 -3.7705 -5.4916
H15 -2.4278 7.7712 3.5379
H16 3.8307 -5.5404 1.5521
H17 -5.4759 -3.4077 -2.2834
H18 -0.5537 10.8524 2.1760
O2 -2.1950 6.4607 0.4510
H19 4.8477 3.6855 3.4365
C7 -2.3780 -3.0568 1.4135
C8 -3.7226 -9.7838 -0.0750
H20 -3.1188 -9.0293 -0.5864
C9 -4.8425 -9.1264 0.7066
H21 8.7089 -0.1386 1.3538
C10 -2.3295 11.5516 2.5574
H22 -5.4593 -9.8760 1.2119
C11 3.6072 -2.8022 -5.9568
H23 5.0367 5.7333 1.1558
H24 -3.5777 6.2187 1.9378
H25 5.3462 -3.6718 1.6755
N3 -1.0638 -2.4148 -2.5641
H26 1.3990 2.8228 1.1536
Cl1 2.5771 -0.0075 0.1626
O3 -1.4275 10.7851 1.7681
H27 -0.8802 13.0808 3.0349
S1 -1.5609 -4.1466 2.3761
C12 5.1414 4.7235 1.5613
H28 4.4827 4.0748 0.9761
N4 0.2705 -2.4881 -2.9127
C13 6.9573 -0.2412 2.6088
C14 -2.1834 7.7743 2.4725
C15 -1.1316 2.4671 1.0054
H29 -8.5072 0.8722 -2.3698
C16 -1.8831 12.9992 2.6058
H30 -1.8337 13.4192 1.5979
H31 -3.7342 -1.3822 -2.2716
H32 3.1638 -3.6121 -7.9116
O4 -6.8406 -2.0045 -1.8593
N5 -2.6774 -1.9413 0.7729
H33 -4.7038 -1.6496 -0.7232
C17 -3.8831 -2.1029 -1.3782
I1 -2.3062 -5.8008 -1.1979
C18 -8.0103 0.1043 -1.7728
H34 2.8462 4.5373 2.6833
O5 6.1455 0.5165 1.7178
H35 -5.0263 -5.5460 -1.3310
C19 5.0966 -4.8859 3.1764
H36 -3.8124 -3.8262 -2.9606
H37 -2.0561 2.3612 0.4323
O6 4.4867 -1.8464 -5.3760
H38 -1.1215 8.0072 2.3559
H39 7.7116 -1.5584 1.0719
H40 6.3325 -0.9937 3.1003
O7 5.9145 -4.0625 2.3551
H41 -0.6113 1.5038 1.0156
H42 2.5756 -2.5138 -5.7287
C20 -4.2475 -4.7671 -0.9745
H43 5.7993 -0.0920 1.0509
H44 -0.7627 4.5097 0.4250
H45 3.8201 -6.6188 2.9657
O8 3.4133 5.1365 3.1902
H46 3.6537 -1.9037 -7.9205
H47 -4.4361 -8.4494 1.4613
H48 -6.0343 -8.9726 -0.8259
C21 2.5192 -2.3912 -1.6236
C22 -2.5122 6.4377 1.8385
H49 -7.4926 -2.3442 -1.2301
H50 2.9417 -3.4638 -1.6115
H51 -2.7403 8.5775 1.9852
O9 -5.6710 -8.3659 -0.1669
H52 -2.5714 13.6003 3.2051
H53 4.8644 -3.1532 -7.6737
H54 -7.1902 0.5659 -1.2161
H55 -1.9473 5.6292 2.3152
H56 4.3396 -4.2596 3.6597
C23 0.9264 -2.3732 -1.6131
H57 -2.3699 11.1211 3.5633
H58 8.7302 -1.4752 2.5258
C24 8.0960 -0.8945 1.8519
H59 5.7284 -5.3229 3.9523
C25 -7.4922 -1.0148 -2.6534
H60 2.8952 -1.9104 -2.6044
O10 4.2348 -2.1230 0.1184
C26 4.7562 4.6967 3.0271
H61 -4.4975 -4.5215 0.1132
H62 7.3448 0.4370 3.3720

Here is a molecular structure, CHF3LuO3S at a distorted geometry from the OMol25 dataset. Energies are from wB97M-V/def2-TZVPD.

For the HOMO-LUMO gap, the calculation gives 0.2383 hartree. The value obtained for the HOMO energy is -3.7 eV. The value obtained for the LUMO energy is 2.800 eV. The energy is -59796.949 eV. As for the charge: -1.

CARTESIAN COORDINATES (ANGSTROEM)
O1 0.7590 1.9086 0.4236
O2 -0.9489 -0.4033 2.3654
S1 0.4457 0.5200 -0.0954
H1 -1.2930 -1.5198 1.7511
C1 -1.3923 0.3497 0.3995
F1 -1.8361 -1.5311 0.2322
F2 -1.8396 1.3517 -0.4640
Lu1 1.8949 -0.6344 3.0395
O3 1.1644 -0.5614 0.7427
F3 -2.6113 0.3681 1.0109

Number 5 is which compound?
C26H31N5O2PPdS2

What is the energy in the fourth record?
-103411.995 eV